Entry one
Here is a 2-piece molecular cluster, C11H15N overall from OMol25. Energies are from the ωB97M-V functional and the def2-TZVPD basis.

As for the SMILES: Cc1c[nH]c2ccccc12.CC.

Last column: Löwdin charge in e.
CARTESIAN COORDINATES (ANGSTROEM)
C  -0.26230  -1.27828  2.65831  -0.04
C  -0.63809  -1.02586  1.20252  -0.23
C  -1.65260  -0.25347  0.87967  -0.07
N  -1.75852  -0.20679  -0.52003  0.10
C  -0.62682  -0.76326  -1.11437  -0.20
C  -0.22242  -0.89638  -2.41703  -0.02
C  1.13489  -1.18512  -2.53742  -0.09
C  1.89046  -1.56669  -1.41590  -0.12
C  1.37147  -1.62420  -0.17985  -0.05
C  0.08042  -1.18866  -0.00611  -0.18
H  -0.43384  -2.22524  3.05118  0.03
H  -0.74157  -0.59594  3.47420  0.11
H  0.83147  -1.22663  2.74700  0.07
H  -2.54004  -0.02866  1.47026  0.13
H  -2.52239  0.15577  -0.89165  0.08
H  -0.96623  -0.77828  -3.24334  0.12
H  1.79405  -1.18436  -3.42263  0.11
H  3.00442  -1.67280  -1.59238  0.12
H  1.77983  -2.13075  0.65623  0.11
C  0.79062  4.40300  0.78523  -0.19
C  -0.18136  3.33003  1.31849  -0.17
H  1.50115  4.14967  0.01852  0.04
H  0.21062  5.19174  0.34048  0.04
H  1.44945  4.88385  1.60712  0.09
H  -0.54927  3.67849  2.29230  0.06
H  0.44459  2.38852  1.42568  0.07
H  -1.05812  3.13554  0.66597  0.06

Entry two
Here is a 2-piece molecular cluster, C11H15N overall from OMol25. Energies are from the ωB97M-V functional and the def2-TZVPD basis.

As for the SMILES: Cc1c[nH]c2ccccc12.CC.

Last column: Löwdin charge in e.
CARTESIAN COORDINATES (ANGSTROEM)
C  -2.53503  1.80149  0.59876  -0.06
C  -1.29772  1.00106  0.72340  -0.22
C  -1.05366  0.13340  1.75205  -0.07
N  0.24626  -0.33224  1.75298  0.08
C  0.88255  0.23235  0.64944  -0.22
C  2.24217  0.23859  0.31559  -0.03
C  2.55847  0.96222  -0.80134  -0.11
C  1.64226  1.75506  -1.56310  -0.08
C  0.35767  1.87496  -1.05641  -0.04
C  0.00185  1.14689  0.06732  -0.15
H  -3.47711  1.34133  0.30262  0.07
H  -2.30799  2.57673  -0.15033  0.07
H  -2.80141  2.45823  1.43877  0.08
H  -1.63386  -0.13276  2.62257  0.12
H  0.73975  -1.02754  2.26783  0.14
H  3.05783  -0.29245  0.78476  0.11
H  3.59240  1.11740  -1.09806  0.10
H  2.03271  2.23780  -2.44392  0.09
H  -0.38422  2.44313  -1.59637  0.10
C  -0.93818  -4.25188  -1.14110  -0.20
C  -0.96280  -2.75113  -0.88030  -0.16
H  -1.55461  -4.91258  -0.50308  0.06
H  -1.20187  -4.54966  -2.15519  0.06
H  0.00479  -4.78116  -1.00203  0.06
H  -1.97807  -2.36664  -0.88937  0.06
H  -0.37100  -2.31577  -1.68197  0.07
H  -0.53970  -2.67373  0.12060  0.05

Taking the most stable structure as the zero point, the relative energies in eV are entry one 0.979; entry two 0.000.

Entry one
Here is a 2-piece molecular cluster, C11H15N overall from OMol25. Energies are from the ωB97M-V functional and the def2-TZVPD basis.

As for the SMILES: Cc1c[nH]c2ccccc12.CC.

Last column: Löwdin charge in e.
CARTESIAN COORDINATES (ANGSTROEM)
C  0.29360  2.69832  -2.09033  -0.06
C  0.48780  1.26570  -1.77775  -0.24
C  1.57691  0.54503  -2.13753  -0.08
N  1.35031  -0.81022  -2.04359  0.08
C  0.10785  -0.96647  -1.49979  -0.20
C  -0.64556  -2.07774  -1.05894  -0.03
C  -1.81629  -1.88286  -0.33570  -0.10
C  -2.26804  -0.58002  -0.07337  -0.12
C  -1.68190  0.54115  -0.59906  -0.03
C  -0.50347  0.31957  -1.29670  -0.13
H  -0.17715  3.32391  -1.32764  0.07
H  -0.14035  2.91452  -3.06798  0.08
H  1.26425  3.21360  -2.23003  0.08
H  2.43039  0.91482  -2.69129  0.12
H  2.01549  -1.51876  -2.32539  0.16
H  -0.28471  -3.09180  -1.04103  0.10
H  -2.28730  -2.68712  0.20536  0.10
H  -3.17627  -0.54093  0.52020  0.10
H  -1.92528  1.58800  -0.47361  0.11
C  0.42408  -0.48912  2.47328  -0.18
C  0.88375  -0.23692  3.90430  -0.17
H  -0.55304  -0.06039  2.28496  0.06
H  1.21688  -0.35627  1.73888  0.06
H  0.31021  -1.57618  2.25359  0.07
H  1.52510  0.64445  3.80305  0.06
H  1.55784  -0.97588  4.34554  0.06
H  0.01491  -0.11837  4.54055  0.06

Entry two
Here is a 2-piece molecular cluster, C11H15N overall from OMol25. Energies are from the ωB97M-V functional and the def2-TZVPD basis.

As for the SMILES: Cc1c[nH]c2ccccc12.CC.

Last column: Löwdin charge in e.
CARTESIAN COORDINATES (ANGSTROEM)
C  -2.40439  -1.71128  2.13519  -0.06
C  -2.43236  -1.41711  0.68303  -0.27
C  -2.90601  -2.10276  -0.38730  -0.06
N  -2.45897  -1.42292  -1.46973  0.06
C  -1.44554  -0.44174  -1.16024  -0.12
C  -0.52782  0.40201  -1.82981  -0.04
C  0.16378  1.34224  -1.05293  -0.12
C  -0.07959  1.47280  0.35460  -0.10
C  -0.83335  0.54975  1.05471  -0.03
C  -1.55239  -0.36598  0.27941  -0.15
H  -3.27068  -2.24528  2.40648  0.05
H  -2.32819  -0.87596  2.77270  0.04
H  -1.44742  -2.38126  2.35370  0.13
H  -3.57268  -2.96922  -0.34433  0.13
H  -2.70308  -1.65854  -2.36589  0.11
H  -0.54205  0.50929  -2.90680  0.10
H  0.84008  1.88817  -1.73060  0.10
H  0.49329  2.33300  0.75079  0.09
H  -0.75227  0.41224  2.13169  0.11
C  3.35541  0.56057  -0.71110  -0.21
C  3.66288  1.67833  0.30134  -0.18
H  2.44779  -0.14774  -0.31199  0.11
H  3.03109  0.93845  -1.65118  0.02
H  4.14578  -0.21790  -0.84563  0.06
H  2.72860  2.32687  0.56953  0.07
H  4.13359  1.12048  1.18486  0.09
H  4.25449  2.42349  -0.21048  0.04

Entry three
Here is a 2-piece molecular cluster, C11H15N overall from OMol25. Energies are from the ωB97M-V functional and the def2-TZVPD basis.

As for the SMILES: Cc1c[nH]c2ccccc12.CC.

Last column: Löwdin charge in e.
CARTESIAN COORDINATES (ANGSTROEM)
C  -2.77006  0.18683  0.15322  -0.05
C  -1.57463  0.67849  -0.58343  -0.23
C  -1.48630  1.73217  -1.42172  -0.06
N  -0.21552  1.78178  -1.98303  0.06
C  0.51281  0.70878  -1.53237  -0.21
C  1.85500  0.36427  -1.73348  -0.02
C  2.20572  -0.89311  -1.27018  -0.10
C  1.42506  -1.57918  -0.32867  -0.10
C  0.13927  -1.17308  -0.02819  -0.05
C  -0.27913  0.04747  -0.56733  -0.14
H  -2.88092  -0.88514  0.02785  0.08
H  -3.69775  0.63228  -0.20957  0.08
H  -2.75882  0.37457  1.22984  0.07
H  -2.19416  2.44952  -1.80601  0.12
H  -0.05472  2.20539  -2.88066  0.15
H  2.51704  0.87425  -2.41883  0.10
H  3.14067  -1.36445  -1.54419  0.10
H  1.82742  -2.49314  0.08036  0.10
H  -0.47003  -1.79184  0.61448  0.11
C  0.90920  -1.08592  3.97117  -0.16
C  -0.23934  -0.49883  3.14506  -0.18
H  1.53458  -0.30927  4.41636  0.06
H  0.55961  -1.59515  4.86802  0.06
H  1.46798  -1.78739  3.35405  0.06
H  -1.04871  -1.23134  3.09226  0.07
H  0.08204  -0.10696  2.19281  0.04
H  -0.71490  0.28288  3.74413  0.06

Taking the most stable structure as the zero point, the relative energies in eV are entry one 0.441; entry two 1.580; entry three 0.000.

Entry one
Here is C4H10N2S as an isolated structure from OMol25. Energies are from the ωB97M-V functional and the def2-TZVPD basis.

Last column: Löwdin charge in e.
CARTESIAN COORDINATES (ANGSTROEM)
C  1.07365  1.34539  0.15425  -0.15
C  -1.03697  0.83046  1.01609  -0.15
C  0.31579  -1.47644  0.27761  -0.15
C  -0.41911  -0.71736  -1.94699  -0.58
H  0.85145  2.25358  0.83520  0.08
H  1.63842  1.86325  -0.95661  0.17
H  1.75277  0.55807  0.77286  0.09
H  -2.02806  0.41986  0.66213  0.10
H  -1.07499  1.94391  1.40193  0.12
H  -0.74307  0.13917  1.92518  0.10
H  1.23185  -0.91012  0.92120  0.10
H  -0.65280  -2.00978  0.97900  0.16
H  0.90243  -2.47930  -0.19751  0.12
H  -0.81030  0.17510  -2.32606  0.05
N  -0.22627  0.83102  -0.14773  -0.27
N  0.08385  -0.46454  -0.75580  -0.25
S  -0.85864  -2.30226  -2.61475  0.45

Entry two
Here is one molecule with the formula C4H10N2S from OMol25. Energies are from the ωB97M-V functional and the def2-TZVPD basis.

As for the SMILES: CC/N=C(\C)NS.

Last column: Löwdin charge in e.
CARTESIAN COORDINATES (ANGSTROEM)
C  1.91384  -1.18405  -0.65607  -0.08
C  1.11534  -0.72146  0.61897  -0.26
N  -0.33521  -0.62880  0.39019  0.01
C  -0.90438  0.42016  0.00128  -0.54
C  -0.22405  1.78932  -0.08835  -0.01
N  -2.24148  0.42017  -0.21615  -0.40
S  -3.13023  -1.01070  -0.11120  0.73
H  1.70166  -0.49325  -1.48715  0.06
H  1.57358  -2.16591  -0.95598  0.06
H  3.00289  -1.23418  -0.45391  0.07
H  1.48634  0.24485  0.99453  0.09
H  1.30346  -1.42337  1.43862  0.10
H  0.02614  2.10223  0.94624  0.09
H  0.65868  1.73740  -0.64595  0.05
H  -0.87612  2.58349  -0.53613  0.09
H  -2.76630  1.24626  0.01590  0.08
H  -2.30416  -1.68216  0.74516  -0.13

Taking the most stable structure as the zero point, the relative energies in eV are entry one 4.306; entry two 0.000.

Entry one
Here is one molecule with the formula C4H10N2S from OMol25. Energies are from the ωB97M-V functional and the def2-TZVPD basis.

Last column: Löwdin charge in e.
CARTESIAN COORDINATES (ANGSTROEM)
C  -0.27727  0.66697  1.05578  -0.33
C  -1.26717  -0.48818  1.27797  -0.29
C  -0.09310  1.08296  -0.34041  -0.32
C  -0.76539  -1.75690  0.76511  0.01
N  1.01349  0.39943  -2.80535  -0.27
N  2.25775  0.01433  -0.44016  -0.28
S  0.95973  -0.15617  -1.31985  0.80
H  -0.54951  1.58625  1.65079  0.14
H  0.66976  0.48189  1.48394  0.08
H  -1.47762  -0.52074  2.35070  0.10
H  -2.26705  -0.07342  0.85983  0.14
H  -0.98514  1.57185  -0.95995  0.15
H  0.70109  1.82745  -0.27545  0.07
H  0.25679  -1.91651  0.58810  0.01
H  -1.49126  -2.32863  0.20620  0.05
H  0.28490  0.19684  -3.41068  -0.05
H  3.02999  -0.58743  -0.68658  -0.01

Entry two
Here is one molecule with the formula C4H10N2S from OMol25. Energies are from the ωB97M-V functional and the def2-TZVPD basis.

As for the SMILES: NCC1(S)CNC1.

Last column: Löwdin charge in e.
CARTESIAN COORDINATES (ANGSTROEM)
N  0.58314  1.71810  1.51683  -0.02
C  0.52288  1.23928  0.08549  -0.32
C  0.01314  -0.16119  -0.10756  -0.79
S  0.93185  -1.32358  0.90360  0.73
C  -0.06551  -0.24044  -1.73771  -0.15
N  -1.46065  0.21093  -1.54152  -0.07
C  -1.48948  -0.15703  -0.08598  -0.19
H  0.87851  2.73404  1.67976  0.10
H  -0.31990  1.63839  1.98119  0.05
H  1.52749  1.36074  -0.32465  0.11
H  -0.11231  1.88422  -0.51778  0.11
H  1.09147  -2.50171  -0.00078  -0.06
H  0.38084  0.40746  -2.49275  0.11
H  -0.00301  -1.25548  -2.08446  0.09
H  -2.15197  -0.36900  -2.05115  0.11
H  -1.97736  -1.02381  0.16392  0.08
H  -1.96696  0.71541  0.43647  0.12

Taking the most stable structure as the zero point, the relative energies in eV are entry one 3.598; entry two 0.000.

Entry one
Here is one molecule with the formula C4H10N2S from OMol25. Energies are from the ωB97M-V functional and the def2-TZVPD basis.

As for the SMILES: CS/C=N/N(C)C.

Last column: Löwdin charge in e.
CARTESIAN COORDINATES (ANGSTROEM)
C  -3.10049  0.75670  0.54167  -0.42
S  -2.76693  -0.67035  -0.52671  0.84
C  -1.03229  -0.82264  -0.60444  -0.53
N  -0.22062  0.04114  -0.15484  -0.02
N  1.14769  -0.24174  -0.32187  -0.33
C  1.85921  -1.12361  0.58377  -0.09
C  1.89741  0.95770  -0.67288  -0.10
H  -2.93499  0.60652  1.63378  0.05
H  -4.16491  1.00466  0.41527  0.03
H  -2.52247  1.61958  0.18689  0.03
H  -0.66987  -1.72939  -1.09221  0.08
H  2.76262  -1.53394  0.07132  0.09
H  2.11351  -0.59315  1.51188  0.08
H  1.26945  -2.00276  0.76723  0.06
H  1.48272  1.48805  -1.53498  0.08
H  1.96487  1.62110  0.17289  0.07
H  2.91509  0.62212  -0.97679  0.09

Entry two
Here is one molecule with the formula C4H10N2S from OMol25. Energies are from the ωB97M-V functional and the def2-TZVPD basis.

As for the SMILES: CN(C=S)CCN.

Last column: Löwdin charge in e.
CARTESIAN COORDINATES (ANGSTROEM)
C  -0.35762  1.71149  -0.39536  -0.01
N  0.65882  0.71731  0.14959  -0.26
C  1.93607  0.60255  -0.22031  -0.70
S  2.95997  -0.67697  -0.03457  0.56
C  0.07553  -0.19871  1.07492  -0.22
C  -1.02150  -1.03476  0.39424  -0.30
N  -0.66569  -1.43655  -0.95624  -0.01
H  -0.93636  1.07455  -1.15161  0.10
H  -0.86904  2.16225  0.48291  0.09
H  0.12836  2.50207  -0.99191  0.08
H  2.18802  1.44902  -0.87237  0.07
H  0.86632  -0.81905  1.44893  0.06
H  -0.33316  0.46865  1.90937  0.14
H  -1.99519  -0.59759  0.29530  0.09
H  -1.22522  -1.84182  1.16957  0.12
H  0.03646  -2.25644  -0.82774  0.12
H  -1.44577  -1.82601  -1.47473  0.07

Taking the most stable structure as the zero point, the relative energies in eV are entry one 0.952; entry two 0.000.